{"formula": "C46H37N7O16", "method": "ωB97M-V with the def2-TZVPD basis set", "elements": ["C", "C", "C", "O", "C", "N", "O", "C", "O", "O", "C", "C", "C", "C", "C", "H", "H", "H", "H", "H", "H", "H", "O", "N", "O", "C", "C", "C", "C", "C", "C", "H", "H", "H", "H", "H", "O", "N", "O", "C", "C", "C", "C", "C", "C", "H", "H", "H", "H", "H", "O", "N", "O", "C", "C", "C", "C", "C", "C", "H", "H", "H", "H", "H", "O", "N", "O", "C", "C", "C", "C", "C", "C", "H", "H", "H", "H", "H", "O", "N", "O", "C", "C", "C", "C", "C", "C", "H", "H", "H", "H", "H", "O", "N", "O", "C", "C", "C", "C", "C", "C", "H", "H", "H", "H", "H"], "coordinates": [[-4.118971, 1.404127, 1.690186], [-2.776828, 1.541219, 1.223035], [-1.268876, 1.570598, 0.499640], [-1.397014, 2.305920, -0.784690], [-2.343102, 3.416971, -0.448036], [-2.919750, 4.542281, -0.082540], [-1.004412, 0.095549, 0.415488], [-0.939667, -0.239059, 1.877185], [-1.394801, -1.392194, 2.381459], [-0.353797, 0.950816, 2.579946], [-0.028538, 1.939737, 1.507194], [0.140590, 3.532089, 1.986376], [0.568711, 4.863330, 2.257553], [1.504265, 1.461019, 1.107420], [1.810069, 1.625678, -0.508914], [-5.171790, 0.923011, 1.981409], [1.243243, 5.808099, 2.536447], [1.778672, 0.395702, 1.534544], [2.228143, 2.223516, 1.666848], [2.974428, 1.870438, -0.601908], [1.579410, 0.608912, -1.080405], [1.247818, 2.537853, -0.982292], [2.559772, -0.091679, 3.478947], [3.417314, 0.644427, 3.989312], [4.472026, 0.982881, 3.433370], [3.168412, 1.145017, 5.346490], [2.006035, 0.757151, 6.027086], [1.786528, 1.217092, 7.326957], [2.717106, 2.059317, 7.937548], [3.868712, 2.452426, 7.253536], [4.100536, 1.996635, 5.954235], [1.271259, 0.101297, 5.565227], [0.890672, 0.916318, 7.865966], [2.544338, 2.410833, 8.953319], [4.587796, 3.111407, 7.735103], [5.004430, 2.309514, 5.435749], [3.657733, -1.477563, -5.167707], [2.756038, -0.901589, -4.540886], [2.905759, 0.152378, -3.906239], [1.421435, -1.512548, -4.546963], [1.215848, -2.724374, -5.220745], [-0.050054, -3.313064, -5.202640], [-1.099746, -2.694170, -4.522009], [-0.894733, -1.482065, -3.860668], [0.367533, -0.885175, -3.869351], [2.023495, -3.219311, -5.755628], [-0.218032, -4.256890, -5.716965], [-2.083655, -3.159861, -4.505974], [-1.718562, -1.004423, -3.334921], [0.511878, 0.057956, -3.346459], [-9.455037, 4.965151, 2.377279], [-8.242936, 4.857299, 2.138782], [-7.409263, 4.401494, 2.934566], [-7.762050, 5.304660, 0.826117], [-8.664268, 5.861438, -0.090819], [-8.196772, 6.307456, -1.328521], [-6.842679, 6.193606, -1.647290], [-5.948198, 5.629107, -0.736330], [-6.403460, 5.182108, 0.505684], [-9.722443, 5.957276, 0.142496], [-8.888003, 6.747166, -2.044349], [-6.481906, 6.547947, -2.611389], [-4.894879, 5.541139, -0.993286], [-5.693170, 4.747452, 1.205905], [6.438385, -3.693129, 1.772777], [6.082573, -3.634978, 0.586304], [6.816511, -3.889447, -0.379420], [4.699049, -3.232456, 0.306467], [3.845089, -2.899261, 1.366894], [2.537428, -2.493750, 1.093077], [2.087555, -2.426685, -0.226490], [2.936929, -2.769168, -1.279995], [4.247657, -3.173417, -1.018759], [4.180506, -2.946244, 2.400645], [1.869045, -2.226666, 1.908850], [1.068837, -2.104517, -0.435349], [2.578019, -2.717178, -2.305532], [4.898214, -3.433945, -1.851013], [2.201222, -5.875891, -8.347205], [2.904490, -4.916603, -7.996658], [2.823735, -4.352873, -6.895873], [3.896945, -4.411149, -8.952703], [3.996834, -4.994721, -10.223229], [4.926126, -4.493825, -11.136964], [5.749503, -3.424099, -10.782174], [5.655121, -2.851667, -9.512522], [4.727614, -3.342145, -8.591201], [3.362392, -5.828795, -10.515047], [5.006644, -4.935623, -12.127866], [6.468683, -3.033321, -11.500002], [6.302360, -2.020160, -9.242478], [4.664128, -2.883045, -7.606852], [-0.892920, -0.648662, 5.600078], [-1.794615, -0.072689, 6.226899], [-1.644894, 0.981279, 6.861546], [-3.129218, -0.683648, 6.220822], [-3.334804, -1.895474, 5.547040], [-4.600707, -2.484163, 5.565145], [-5.650399, -1.865270, 6.245776], [-5.445386, -0.653164, 6.907117], [-4.183120, -0.056274, 6.898434], [-2.527158, -2.390410, 5.012157], [-4.768685, -3.427989, 5.050820], [-6.634308, -2.330961, 6.261811], [-6.269215, -0.175522, 7.432864], [-4.038774, 0.886856, 7.421326]], "forces_ev_per_angstrom": [[9.51, -0.18, -3.60], [-9.08, -0.89, 2.87], [-1.53, -0.77, 2.03], [-2.78, 2.09, 3.04], [-1.70, 6.92, 2.15], [5.27, -10.46, -3.56], [-0.42, 1.28, 2.64], [-1.73, -3.51, 1.79], [3.72, 8.52, -3.54], [-2.10, -2.33, -2.12], [1.07, 0.79, 0.51], [3.16, 8.03, 1.66], [-1.96, -9.78, -1.79], [0.79, 1.28, -1.01], [0.94, -0.22, 0.39], [2.96, 1.50, -0.72], [-2.13, -2.62, -0.79], [-0.99, 2.23, -1.12], [-1.73, -1.67, -1.12], [-2.60, -0.74, 0.03], [0.44, 2.34, 1.15], [0.94, -1.86, 0.95], [1.28, 0.85, 0.77], [0.35, -0.31, -0.94], [-1.60, -0.52, 0.64], [-0.23, 0.32, 0.98], [0.12, -0.04, -0.14], [0.35, 0.10, -0.14], [0.00, -0.08, -0.16], [-0.23, -0.25, -0.24], [0.02, 0.01, 0.00], [0.26, 0.21, 0.00], [0.15, 0.06, -0.24], [0.03, -0.07, -0.21], [-0.12, -0.14, -0.16], [-0.29, -0.20, -0.03], [-1.22, 0.85, 0.90], [1.16, 0.57, -0.02], [-0.16, -1.50, -0.90], [-1.02, -0.47, 0.00], [0.13, 0.22, 0.17], [0.02, 0.37, 0.21], [0.13, 0.03, -0.03], [0.33, -0.14, -0.16], [0.01, 0.00, 0.04], [-0.40, 0.54, 0.49], [0.13, 0.19, 0.08], [0.20, 0.10, 0.00], [0.21, -0.05, -0.08], [0.16, -0.22, -0.18], [1.78, -0.19, -0.30], [-0.48, -0.38, 1.17], [-1.22, 0.60, -1.10], [0.34, 0.33, -0.91], [0.05, 0.00, 0.02], [0.23, -0.17, 0.28], [-0.07, -0.06, 0.17], [-0.36, 0.07, 0.00], [-0.07, 0.01, 0.00], [0.32, -0.11, 0.14], [0.10, -0.11, 0.20], [-0.07, -0.08, 0.20], [-0.29, -0.01, 0.17], [-0.29, 0.09, -0.06], [-0.50, 0.06, -1.76], [1.30, -0.37, 0.30], [-1.04, 0.35, 1.41], [-0.98, 0.31, -0.16], [0.05, 0.00, -0.08], [0.21, -0.09, -0.30], [0.15, -0.03, 0.02], [0.18, 0.00, 0.39], [0.00, 0.02, 0.03], [0.11, -0.02, -0.34], [0.19, -0.08, -0.11], [0.15, -0.07, 0.03], [0.11, -0.06, 0.20], [-0.01, 0.04, 0.35], [1.05, 1.53, 0.66], [-0.87, -0.70, 0.47], [0.39, -1.26, -1.82], [0.67, 0.37, -0.65], [0.00, 0.03, 0.03], [-0.06, 0.14, 0.38], [-0.09, -0.04, 0.11], [-0.25, -0.32, -0.12], [-0.05, -0.02, 0.01], [0.07, 0.23, 0.27], [-0.06, 0.06, 0.24], [-0.15, -0.09, 0.16], [-0.17, -0.19, 0.01], [-0.15, -0.22, -0.17], [-1.34, 0.82, 0.99], [1.15, 0.49, -0.08], [-0.13, -1.47, -0.88], [-0.91, -0.45, -0.03], [0.04, 0.04, 0.03], [0.06, 0.36, 0.20], [0.12, 0.06, -0.01], [0.32, -0.17, -0.19], [0.03, -0.03, -0.01], [-0.06, 0.31, 0.16], [0.10, 0.21, 0.09], [0.20, 0.10, -0.01], [0.22, -0.06, -0.11], [0.17, -0.25, -0.20]], "smiles": "C#C[C@]1(OC#N)OC(=O)O[C@@]1(C#C)CC.O=[N+]([O-])c1ccccc1.O=[N+]([O-])c1ccccc1.O=[N+]([O-])c1ccccc1.O=[N+]([O-])c1ccccc1.O=[N+]([O-])c1ccccc1.O=[N+]([O-])c1ccccc1", "spin_multiplicity": 1, "homo_ev": -9.7, "molar_mass_g_mol": 943.8, "total_energy_ev": -91459.5679}